1.
The following is a DFT calculation (ωB97M-V/def2-TZVPD) of an isolated molecule of C5H8N2 at a distorted geometry.

As for the structure (SMILES): C[C@H]1[C@@H](C#N)N1C. For the energy relative to the best compared isomer or geometry (same formula, charge and spin), the calculation gives 255.3 kJ/mol. The molar mass is 96.13 g/mol.

Positions of all 15 atoms, in Å:
C -1.88027 0.11331 0.18481
C -0.81303 -0.48838 -0.69414
C 0.40879 0.21655 -1.14954
C 0.81974 1.41935 -0.45525
N 1.28197 2.20533 0.25786
N 0.54451 -0.98385 -0.29332
C 1.43910 -0.68196 0.96057
H -1.45248 0.75045 0.95886
H -2.58689 0.71629 -0.40507
H -2.45934 -0.69078 0.64982
H -1.26509 -1.06424 -1.51714
H 0.70526 0.17652 -2.20063
H 2.25650 -0.18416 0.45599
H 1.95296 -1.49972 1.50833
H 1.04826 -0.00472 1.73883

Forces on the atoms, in the same order (eV/Å):
0.18 0.00 0.21
0.06 -0.03 0.28
0.21 0.14 -0.02
0.36 0.83 0.58
-0.61 -0.28 -0.89
0.50 0.13 0.51
-0.46 0.01 -0.60
-0.06 -0.01 0.06
0.33 -0.16 0.04
0.12 0.14 0.05
0.47 -0.26 0.58
0.07 -0.13 0.33
0.26 0.25 0.33
-1.19 -0.40 -0.86
-0.26 -0.21 -0.60

2.
The following is a DFT calculation (ωB97M-V/def2-TZVPD) of a cluster of 3 separate species, C5H15O3 in total at a distorted geometry.

As for the net charge: -1. For the energy relative to the best compared isomer or geometry (same formula, charge and spin), the calculation gives 154.2 kJ/mol. The molar mass is 123.17 g/mol.

Positions of all 23 atoms, in Å:
C 0.35606 1.26219 0.40952
O -0.62533 1.08009 1.36689
C -0.35039 0.77519 -0.91604
C -0.06599 -0.71253 -1.03771
C 1.31819 -0.92764 -1.63868
C -1.19544 -1.17436 -2.20634
H 0.55024 2.51317 0.39101
H 1.28856 0.77126 0.81066
H 0.11396 1.30275 -1.79567
H -1.37315 1.10413 -0.88956
H -0.51328 -1.26022 -0.19602
H 1.35155 -1.96732 -2.02148
H 1.27025 -0.27557 -2.51739
H 2.00592 -0.69543 -0.81098
H -1.07212 -0.44484 -2.99027
H -2.20765 -1.33845 -1.82104
H -0.92289 -2.15083 -2.51376
H -0.15680 1.67778 2.62578
H 0.60901 0.88230 3.87732
O 0.22916 1.70901 3.60663
H -0.06760 -0.84039 3.58380
H -0.42828 -0.20704 2.02121
O -0.11395 -1.08325 2.66210

Forces on the atoms, in the same order (eV/Å):
-1.56 3.13 0.62
-0.24 -0.47 0.46
3.49 0.90 0.52
-4.52 -0.18 -2.89
-1.54 -0.99 0.81
1.71 0.26 2.09
0.07 -2.91 -0.43
-0.32 0.24 -1.25
-0.29 -0.49 0.40
-0.45 -0.23 0.40
1.39 0.11 0.34
0.59 0.40 0.48
0.93 0.09 0.29
0.47 -0.05 -1.00
-0.51 0.08 -0.52
0.10 0.88 0.05
0.54 -1.04 -0.83
0.43 -1.17 0.95
0.11 -0.37 -0.52
-0.29 1.76 0.22
-0.30 0.32 0.01
0.56 -0.66 1.44
-0.38 0.39 -1.62

3.
The following is a DFT calculation (ωB97M-V/def2-TZVPD) of a structure of composition C56H32Cl5N6Pb at a distorted geometry.

As for the net charge: +1. For the energy relative to the best compared isomer or geometry (same formula, charge and spin), the calculation gives 0.0 kJ/mol. The molar mass is 1173.38 g/mol.

Positions of all 100 atoms, in Å:
Pb 0.03741 0.12176 0.09990
C -5.59538 4.35941 -2.97768
C -5.03238 4.40690 -1.71033
C -4.10631 3.45065 -1.32788
C -3.70661 2.44946 -2.21548
C -4.27456 2.41310 -3.48589
C -5.22041 3.35615 -3.85857
C -2.69044 1.46443 -1.75656
C -1.46858 1.41285 -2.42594
C -1.15235 2.13237 -3.62690
C 0.08841 1.74409 -4.01399
C 0.57349 0.81119 -3.03422
C 1.80404 0.14810 -3.09607
C 2.70036 0.44254 -4.24357
C 3.10504 -0.58661 -5.09499
C 3.96464 -0.33079 -6.15091
C 4.45053 0.95276 -6.35663
C 4.05050 1.98345 -5.51973
C 3.17405 1.73404 -4.47559
C 2.28239 -0.73904 -2.11965
N 1.61414 -1.13002 -0.99642
C 2.49206 -1.84856 -0.22953
C 2.21250 -2.42482 1.00968
C 3.32815 -3.07035 1.75551
C 3.82551 -4.31729 1.39210
C 4.82001 -4.91678 2.15079
C 5.33463 -4.27181 3.26602
C 4.86174 -3.01434 3.61368
C 3.85747 -2.41821 2.86763
C 0.94960 -2.48928 1.61116
C 0.61007 -3.31753 2.73364
C -0.72989 -3.20289 2.91977
C -1.21782 -2.27835 1.93473
N -0.18064 -1.87871 1.14465
C -2.53885 -1.84791 1.81924
C -2.98495 -0.86797 0.92996
C -4.34855 -0.43210 0.81041
C -4.38611 0.51315 -0.16229
C -3.04860 0.65671 -0.66726
N -2.22584 -0.20883 -0.00241
C -3.54854 -2.47534 2.71542
C -4.08947 -1.76793 3.78613
C -5.04137 -2.35723 4.60367
C -5.47401 -3.65092 4.35106
C -4.94012 -4.35801 3.28355
C -3.97558 -3.77823 2.47384
C 3.75644 -1.93242 -0.90543
C 3.62265 -1.26532 -2.07744
N -0.39621 0.62614 -2.08181
H -6.32895 5.09770 -3.27271
H -5.32187 5.18594 -1.01630
H -3.68232 3.47221 -0.33183
H -3.99767 1.62297 -4.17342
H -5.67423 3.30545 -4.83955
H -1.80737 2.82700 -4.12473
H 0.61940 2.04410 -4.90093
H 2.72452 -1.58818 -4.93613
H 4.25641 -1.13442 -6.81400
H 5.13893 1.14856 -7.16794
H 4.42524 2.98620 -5.67839
H 2.88101 2.54088 -3.81378
H 3.41950 -4.82231 0.52361
H 5.19082 -5.89549 1.87521
H 6.10545 -4.74262 3.86123
H 5.27025 -2.49793 4.47300
H 3.48173 -1.43708 3.13625
H 1.30093 -3.92844 3.29090
H -1.33598 -3.69112 3.66506
H -5.17079 -0.81772 1.38906
H -5.25496 1.03266 -0.53002
H -3.74998 -0.75762 3.98254
H -5.44791 -1.80205 5.43918
H -6.22477 -4.10648 4.98262
H -5.27763 -5.36509 3.07604
H -3.55884 -4.32798 1.63841
H 4.63098 -2.43592 -0.52784
H 4.37684 -1.10570 -2.82843
Cl 2.84412 2.17100 -0.69810
C 2.79761 1.75410 0.97028
C 1.72229 1.06826 1.49080
C 1.64122 0.83632 2.84583
Cl 0.23753 0.05769 3.48416
C 2.66843 1.23034 3.70283
Cl 2.58257 0.89604 5.38260
C 3.77215 1.89644 3.16991
Cl 5.04253 2.40152 4.19978
C 3.83591 2.17667 1.80278
Cl 5.16868 3.04271 1.16133
N 0.06646 6.30705 -2.27475
C -0.30688 5.65613 -1.40506
C -0.74954 4.80886 -0.34109
C -1.52183 5.27793 0.71880
C -1.91172 4.38027 1.69857
C -1.54054 3.05063 1.57426
N -0.79883 2.60323 0.56147
C -0.39726 3.46266 -0.36770
H -1.80365 6.32070 0.77012
H -2.50513 4.70524 2.54097
H -1.83930 2.31496 2.31322
H 0.23125 3.08216 -1.16513

Forces on the atoms, in the same order (eV/Å):
0.33 -0.26 -0.09
0.01 0.01 0.03
-0.05 0.03 0.02
0.06 -0.04 -0.11
-0.09 0.18 0.08
-0.02 -0.14 0.03
-0.04 0.03 -0.05
-0.05 -0.06 0.05
-0.17 0.14 0.00
0.07 -0.02 0.03
-0.08 -0.03 0.05
0.19 -0.14 -0.18
-0.02 -0.03 0.18
0.15 0.03 -0.15
-0.15 0.05 0.01
0.05 0.02 -0.01
-0.01 -0.03 -0.03
0.01 0.06 -0.03
0.06 -0.11 0.13
0.05 0.19 -0.16
-0.33 0.14 0.16
0.06 -0.02 0.10
-0.03 -0.01 0.05
0.09 0.02 0.11
-0.07 0.02 -0.01
0.05 -0.07 0.01
0.00 0.06 -0.02
0.02 0.03 0.09
-0.01 -0.04 -0.10
0.09 -0.13 -0.11
-0.08 0.03 0.00
0.08 0.04 -0.03
-0.09 -0.10 0.03
0.12 0.25 -0.40
0.02 0.16 0.01
-0.09 -0.21 0.18
0.12 0.05 -0.05
0.05 -0.02 0.12
-0.09 0.07 -0.21
0.79 0.31 0.08
-0.12 0.01 0.10
0.09 -0.04 -0.04
-0.05 0.05 0.06
0.02 0.01 -0.03
-0.02 -0.07 0.00
0.03 0.06 -0.04
0.00 0.08 -0.08
0.00 -0.01 0.07
0.08 -0.08 0.74
0.01 -0.01 -0.01
-0.01 -0.01 0.00
0.02 0.02 0.03
0.01 0.01 0.00
0.03 -0.01 -0.01
0.02 0.00 -0.01
0.00 -0.01 0.00
0.01 -0.01 0.01
0.01 -0.01 0.02
-0.02 0.01 -0.01
0.00 0.00 0.01
-0.01 0.01 -0.02
-0.01 -0.01 0.02
-0.01 0.01 -0.02
0.01 -0.01 -0.02
-0.01 -0.01 0.00
-0.01 -0.02 0.04
0.02 0.00 -0.03
-0.02 -0.02 -0.03
-0.01 -0.02 -0.02
0.03 0.03 -0.04
-0.02 0.01 0.00
0.00 -0.01 -0.01
0.00 0.00 0.00
0.01 0.00 0.02
-0.01 -0.01 0.01
-0.01 0.00 0.00
-0.01 -0.02 -0.03
-0.06 -0.10 -0.24
0.11 0.12 0.20
-0.92 -0.54 -0.63
0.03 -0.02 0.09
-0.09 0.21 0.25
-0.04 0.01 -0.04
-0.01 -0.01 -0.03
0.05 0.04 -0.03
0.01 -0.02 0.02
-0.04 -0.03 0.03
-0.03 -0.03 0.01
-0.04 -0.03 0.05
0.10 0.18 -0.19
-0.07 -0.19 0.24
0.07 -0.05 -0.04
0.00 0.02 -0.05
-0.04 -0.02 0.10
0.02 -0.04 -0.19
-0.04 0.16 -0.02
0.00 0.01 -0.01
0.00 -0.03 0.02
-0.02 0.00 -0.02
-0.08 0.01 -0.01

> The lowest energy relative to the best compared isomer or geometry (same formula, charge and spin) belongs to which entry?

C56H32Cl5N6Pb